Density functional theory data (ωB97M-V/def2-TZVPD) for C6H10S in the gas phase in a non-equilibrium geometry.

The structure (SMILES) is C=C1CC(C)(C)S1. The HOMO-LUMO gap comes out at 9.03 eV. Its largest force on an atom is 3.068 eV/Å. The value obtained for the LUMO energy is 0.85 eV. Its HOMO energy is -8.18 eV.

The geometry in XYZ format:
```
17
Properties=species:S:1:pos:R:3:forces:R:3
C -1.626676 0.018864 -0.136298 1.5 -1.1 0.4
C -2.904887 -0.245780 -0.348709 1.9 0.2 0.2
C -0.354591 -0.927596 0.160769 -2.0 2.2 0.1
C 0.661858 0.256299 0.126816 -1.2 -0.3 -0.4
C 1.506967 0.530297 1.313393 -0.4 -0.5 2.2
C 1.370313 0.201322 -1.165786 -1.0 -0.9 -0.8
S -0.785407 1.571563 0.015573 0.9 -1.2 0.2
H -3.618547 0.506445 -0.313593 -1.2 1.3 -0.3
H -3.178739 -1.209188 -0.624527 -0.7 -1.7 0.0
H -0.520826 -1.348784 1.144080 0.2 -0.1 0.3
H -0.189453 -1.724579 -0.547758 0.2 -0.1 -0.3
H 2.014765 -0.368522 1.749992 -0.2 0.5 -0.7
H 0.772466 0.825958 2.098697 0.9 0.1 -0.2
H 2.248275 1.322168 1.162881 -0.2 -0.1 0.0
H 1.893204 1.059956 -1.331256 1.4 2.7 -0.6
H 0.633293 0.102770 -1.939844 -0.4 0.1 -0.6
H 2.077986 -0.571185 -1.364423 0.5 -1.1 0.6
```
Positions in Å, forces in eV/Å.

Density functional theory data (ωB97M-V/def2-TZVPD) for 2 unconnected molecules or ions with the total composition C6H10S in a non-equilibrium geometry.

The HOMO-LUMO gap (alpha / beta) comes out at 7.80 / 7.71 eV. Its largest force on an atom is 3.212 eV/Å. The value obtained for the LUMO energy (alpha / beta) is 0.11 / 0.07 eV. Its HOMO energy (alpha / beta) is -7.68 / -7.64 eV.

The geometry in XYZ format:
```
17
Properties=species:S:1:pos:R:3:forces:R:3
C -2.396082 1.209207 1.405969 1.2 -0.6 0.3
C -2.567418 0.903288 0.121613 2.6 0.1 1.9
C 1.126172 0.968142 0.361451 -0.8 -1.7 0.2
C 2.140543 0.229536 -0.472652 -0.2 -2.0 -1.7
C 1.240135 -0.576566 0.428301 0.4 1.7 0.0
C 0.837580 -2.583322 -1.294209 -0.8 -1.0 0.4
S 0.182483 -1.759357 -0.044014 0.8 0.5 0.1
H -3.170153 1.537562 2.078982 -0.2 0.5 -0.2
H -1.389067 1.110497 1.840829 -0.6 -0.5 0.2
H -3.376120 1.395003 -0.286774 -1.9 -0.2 -1.8
H 1.632672 1.492177 1.134979 -0.1 0.4 0.9
H 0.112736 1.327434 0.086641 1.3 0.2 -0.4
H 1.883818 -0.069488 -1.526857 0.5 0.9 0.8
H 3.251399 0.259171 -0.306251 -1.3 0.3 0.1
H -1.676450 0.443834 -0.356974 -1.2 0.6 -0.4
H 1.720747 -2.274911 -1.828955 0.0 0.0 0.0
H 0.447000 -3.612201 -1.342085 0.4 0.6 -0.4
```
Positions in Å, forces in eV/Å.

Density functional theory data (ωB97M-V/def2-TZVPD) for C6H10S in the gas phase in a non-equilibrium geometry.

The structure (SMILES) is CC1=C(C)SCC1. The HOMO-LUMO gap comes out at 8.36 eV. Its largest force on an atom is 4.980 eV/Å. The value obtained for the LUMO energy is 0.99 eV. Its HOMO energy is -7.37 eV.

The geometry in XYZ format:
```
17
Properties=species:S:1:pos:R:3:forces:R:3
C 0.114823 -0.404192 -0.167974 -0.8 3.4 2.6
C 0.031719 0.610013 0.818636 -1.4 -3.3 -3.5
C -1.082360 -0.407355 -1.150446 1.0 -2.2 0.1
C -1.906046 0.785280 -0.874246 -0.8 2.3 0.9
C 1.269933 -1.337961 -0.328048 0.9 0.3 0.6
C 1.096840 0.828510 1.767123 0.9 0.8 0.7
S -1.552641 1.365679 0.866646 -0.2 0.0 -0.3
H -0.747206 -0.331305 -2.223202 -0.2 -0.6 1.0
H -1.656782 -1.380958 -0.990275 0.6 1.1 -0.4
H -1.502596 1.658064 -1.447076 -0.8 -0.8 0.1
H -3.016064 0.664493 -0.966384 1.1 0.2 -0.2
H 1.945938 -0.758921 -0.992605 0.1 -1.0 0.1
H 0.805276 -2.180926 -0.815670 0.6 -0.6 -0.5
H 1.890482 -1.725125 0.596620 -1.6 1.0 -1.6
H 0.918450 0.413378 2.753426 0.0 0.0 0.2
H 1.469991 1.853557 1.842494 -0.6 0.2 0.2
H 1.920243 0.347770 1.310979 1.2 -0.8 0.1
```
Positions in Å, forces in eV/Å.

Density functional theory data (ωB97M-V/def2-TZVPD) for 2 unconnected molecules or ions with the total composition C6H10Se in a non-equilibrium geometry.

Its spin multiplicity is 3. The HOMO-LUMO gap (alpha / beta) comes out at 7.43 / 6.85 eV. Its largest force on an atom is 4.724 eV/Å. The value obtained for the LUMO energy (alpha / beta) is 0.79 / -2.01 eV. Its HOMO energy (alpha / beta) is -6.64 / -8.86 eV.

The geometry in XYZ format:
```
17
Properties=species:S:1:pos:R:3:forces:R:3
C 1.413823 0.250276 1.093313 -0.4 2.7 1.2
C 1.252073 0.366851 2.600558 -0.5 -0.9 -1.5
C 0.552255 0.991446 0.352500 3.2 -2.0 -2.8
C 0.482523 1.098905 3.384990 -1.7 1.6 1.2
C -1.378176 -0.889370 0.031070 -0.5 -1.8 -3.5
C -0.560903 -1.876437 -0.770556 -1.4 0.2 1.6
Se -2.607263 0.173465 -0.677823 -1.4 1.0 -0.9
H 2.344926 -0.267393 0.784339 -1.1 0.3 -0.3
H 1.674048 -0.463387 3.068385 0.9 -1.3 1.0
H -0.202642 1.548049 0.778517 -1.5 1.0 1.0
H 0.606886 1.047493 -0.796334 0.0 -0.1 1.9
H 0.254654 0.832859 4.470308 0.8 0.3 -1.6
H -0.091980 2.021864 3.078918 0.8 -1.1 0.0
H -1.194115 -0.678285 0.984061 0.9 0.4 3.8
H -0.338676 -2.617724 -0.006305 0.7 -0.4 -0.4
H 0.280275 -1.331179 -1.104954 1.4 0.0 -0.5
H -1.072834 -2.352201 -1.600266 -0.2 0.1 -0.1
```
Positions in Å, forces in eV/Å.

Density functional theory data (ωB97M-V/def2-TZVPD) for 2 unconnected molecules or ions with the total composition C6H11BNO2 in a non-equilibrium geometry.

Its net charge is +1. The HOMO-LUMO gap comes out at 7.66 eV. Its largest force on an atom is 4.851 eV/Å. The value obtained for the LUMO energy is -4.80 eV. Its HOMO energy is -12.46 eV.

The geometry in XYZ format:
```
21
Properties=species:S:1:pos:R:3:forces:R:3
B 0.253526 -0.382357 0.497185 0.2 -0.9 0.2
C -1.501249 1.505593 0.548410 1.5 1.5 -3.0
C -1.975638 0.257427 1.059173 -2.0 -0.6 -0.3
C -0.629015 1.864509 -0.491996 -1.9 3.3 3.0
C -1.226243 -0.812643 0.894383 2.5 0.4 -0.2
C 0.354140 1.244164 -1.429982 -0.4 -1.4 1.7
C 0.748542 -0.189832 -1.089232 -0.8 -0.8 1.3
N 1.262988 -1.035106 -1.961137 1.1 2.1 -2.2
O 1.223269 0.255581 1.221495 0.2 -1.4 -4.3
O 0.997173 -2.492206 1.542552 -0.6 0.8 0.6
H -2.059017 2.338818 0.867503 -0.6 1.0 0.4
H -3.064647 0.214352 1.348891 1.3 0.1 0.0
H -0.724236 3.053888 -0.674954 0.5 -3.0 0.3
H -1.471417 -1.821928 1.073639 -0.5 -0.9 0.3
H -0.367037 0.954064 -2.150581 -0.4 0.0 -2.1
H 1.048917 2.004702 -1.697641 0.8 0.1 -0.8
H 1.712948 -2.921989 1.118296 1.1 -1.0 -0.9
H 1.832057 -0.539405 -2.713276 -1.3 -0.8 0.8
H 0.984347 -1.966651 -2.331109 0.4 0.5 1.8
H 1.154143 0.557436 2.068557 -0.8 1.0 3.6
H 1.446450 -2.088418 2.299825 -0.3 0.0 0.0
```
Positions in Å, forces in eV/Å.

Density functional theory data (ωB97M-V/def2-TZVPD) for a gas-phase ion, C6H11BNO5 (charge -1) in a non-equilibrium geometry.

The structure (SMILES) is CCOB(O)[C@@H](NCC=O)C(=O)[O-]. Its net charge is -1. The HOMO-LUMO gap comes out at 6.99 eV. Its largest force on an atom is 8.039 eV/Å. The value obtained for the LUMO energy is 2.83 eV. Its HOMO energy is -4.16 eV.

The geometry in XYZ format:
```
24
Properties=species:S:1:pos:R:3:forces:R:3
C 2.026470 2.208599 0.632048 0.7 0.7 0.6
C 0.409991 2.252455 0.361971 0.6 1.4 0.3
O -0.045264 1.405573 -0.764142 1.5 -1.5 1.7
B 0.542343 0.052985 -0.695928 1.8 0.7 -1.0
O 1.762068 -0.176378 -1.546321 -3.6 0.5 -0.2
C 0.031480 -1.196188 0.243302 1.9 -0.5 1.1
N -1.050533 -2.059516 -0.365915 -0.3 1.7 -1.2
C -2.325766 -1.298875 -0.651426 -1.0 -0.2 0.0
C -2.834725 -0.311364 0.554091 -5.2 2.9 -1.8
O -3.954858 0.419077 0.334632 6.7 -4.3 1.4
C 1.357295 -2.199573 0.426684 5.0 -2.6 1.8
O 1.479073 -3.349637 -0.258190 -1.4 5.9 2.9
O 2.407583 -1.764479 1.406289 -5.8 -1.4 -4.8
H 2.359930 1.339441 1.377308 -0.8 1.6 -2.0
H 2.677753 2.203079 -0.364943 -1.6 -0.3 2.2
H 2.336046 3.214962 1.194262 -0.9 -2.0 -1.1
H 0.115519 3.370112 0.063627 0.6 -2.5 0.6
H -0.122037 2.023302 1.382719 0.8 0.1 -2.0
H 1.535546 0.053008 -2.497197 0.6 0.0 1.8
H -0.210426 -0.824726 1.346804 0.3 -1.0 -2.4
H -0.679399 -2.327447 -1.326735 -0.4 0.0 1.8
H -3.177597 -2.123869 -0.787644 1.6 1.9 0.4
H -2.315802 -0.704120 -1.680582 -0.1 -0.7 2.3
H -2.324691 -0.206419 1.615289 -0.8 -0.4 -2.2
```
Positions in Å, forces in eV/Å.

Density functional theory data (ωB97M-V/def2-TZVPD) for a molecular structure, C6H11Br3F3GaIO2 in a non-equilibrium geometry.

Its net charge is -1. The HOMO-LUMO gap comes out at 6.74 eV. Its largest force on an atom is 5.754 eV/Å. The value obtained for the LUMO energy is 1.62 eV. Its HOMO energy is -5.12 eV.

The geometry in XYZ format:
```
27
Properties=species:S:1:pos:R:3:forces:R:3
O 2.423119 1.168233 3.113290 -1.2 0.2 1.3
Ga 1.317696 -0.110473 2.166607 0.3 0.3 0.8
C -0.611561 0.620885 2.275837 -1.6 0.3 0.3
C -1.751082 -0.293687 1.533102 -1.4 0.7 0.0
C -1.374829 -0.760292 0.003348 1.3 1.4 1.3
I -3.237273 -0.881007 -1.211113 0.9 -0.2 0.5
C 2.104666 -0.240506 0.260253 -1.0 2.0 -1.3
O 3.236810 -1.179208 0.205255 -1.5 -5.0 -2.3
C 2.847550 -2.497167 -0.320321 1.8 0.9 0.5
F 2.456323 -2.469292 -1.778686 0.8 -0.3 4.7
F 4.098920 -3.340923 -0.282528 -4.4 2.5 -0.1
F 1.770904 -3.170794 0.472435 3.5 2.0 -3.1
H 1.994797 1.395021 3.997968 0.9 -0.6 -1.9
H 1.526719 -1.504674 2.983275 -0.2 0.1 -0.3
H -0.735382 1.732781 1.885977 0.3 -2.2 0.7
H -0.911823 0.649365 3.430992 0.6 0.0 -2.4
H -2.095577 -1.219248 2.176856 0.9 1.7 -1.3
H -2.717384 0.399769 1.433810 1.9 -1.6 0.2
H -0.773596 0.151754 -0.477245 -1.3 -2.3 0.9
H -0.769600 -1.762949 -0.017930 -1.3 2.0 -0.3
H 2.548433 0.831088 -0.022545 -0.7 -2.4 0.4
H 1.338536 -0.498977 -0.586716 1.5 0.4 1.4
C -2.599107 2.498990 -4.288247 0.0 -0.3 0.1
Br -1.025488 1.828829 -3.361487 -0.4 0.3 -0.3
Br -3.783218 3.474225 -3.092055 0.3 -0.2 -0.3
Br -2.123713 3.551975 -5.853319 -0.1 -0.2 0.3
H -3.154839 1.626282 -4.646812 0.2 0.4 0.2
```
Positions in Å, forces in eV/Å.

Density functional theory data (ωB97M-V/def2-TZVPD) for a gas-phase ion, C6H11BrClN2 (charge +1) in a non-equilibrium geometry.

The structure (SMILES) is Cl[C@]1(Br)C[NH+]2CCN1CC2. Its net charge is +1. The HOMO-LUMO gap comes out at 10.09 eV. Its largest force on an atom is 6.304 eV/Å. The value obtained for the LUMO energy is -3.04 eV. Its HOMO energy is -13.13 eV.

The geometry in XYZ format:
```
21
Properties=species:S:1:pos:R:3:forces:R:3
C 1.324594 0.364159 0.888786 0.8 4.1 0.3
C 0.697668 0.676797 -1.295147 -1.9 0.4 -1.7
C -0.087319 0.882848 1.263732 0.1 1.1 2.2
C -0.895893 0.829348 -0.998986 0.7 -0.4 -1.5
C -1.110402 -1.159551 0.400535 3.3 -0.4 -5.4
C 0.588403 -1.515416 -0.316005 -2.7 0.1 1.7
N 1.193097 -0.251551 -0.356542 1.9 -1.7 -0.8
N -1.105243 0.303533 0.398588 2.2 0.8 -3.2
Cl 0.414276 -2.245533 -1.886824 -0.2 -0.1 -0.1
Br 1.487968 -2.772021 0.881053 -0.2 0.3 -0.2
H 2.003156 1.335965 0.682654 -1.3 -2.2 0.8
H 1.791361 -0.210512 1.659866 0.1 -0.5 0.3
H 0.668242 0.204416 -2.272875 0.5 0.3 -0.2
H 1.383210 1.579953 -1.336588 -1.4 -0.8 0.2
H -0.464781 0.487253 2.179112 0.6 0.2 1.5
H -0.144701 2.012173 1.320433 -0.2 -1.4 -0.4
H -1.297061 1.857433 -1.214031 0.2 -1.1 0.8
H -1.483675 0.042829 -1.546459 0.8 1.3 -0.4
H -1.777834 -1.560905 -0.400296 0.2 0.3 1.3
H -1.188354 -1.439930 1.361206 -0.5 -1.7 3.2
H -1.996713 0.578713 0.587787 -3.1 1.3 1.5
```
Positions in Å, forces in eV/Å.